Entry 1
Here is C4H10N2O2 as an isolated structure from the Open Molecules 2025 dataset. Energies are from the ωB97M-V functional and the def2-TZVPD basis.

```
18
C4H10N2O2 (the ωB97M-V functional and the def2-TZVPD basis)
C 0.5467 -0.3006 -0.7391
C 0.7561 0.7701 0.3297
C -0.3854 1.7500 0.0500
O 1.3629 1.9741 -2.0487
N -0.6192 -1.2082 -0.8852
C -1.0775 -1.4295 0.5437
N 0.0483 -2.0087 1.3231
O -2.2256 -0.9997 0.8676
H 1.3491 -0.9835 -0.4973
H 0.5857 0.4543 -1.6169
H 0.8480 0.4420 1.3731
H 1.5278 1.2951 -0.1233
H -0.2608 2.7128 0.5267
H -0.2718 1.9197 -1.0541
H -1.3189 1.3179 0.2672
H -0.4044 -2.0505 -1.3083
H -0.1901 -2.8631 1.7243
H -0.2708 -0.7924 1.2674
```

Expectation value of S² ... 1.748
Net charge ... +1
Multiplicity ... 2
HOMO level (alpha / beta) ... -16.0 / -16.0 eV
Kohn-Sham gap (alpha / beta) ... 6.99 / 9.43 eV

Entry 2
Here is an isolated ion of composition C4H10N2O2 and charge +1 from the Open Molecules 2025 dataset. Energies are from the ωB97M-V functional and the def2-TZVPD basis.

```
18
C4H10N2O2 (the ωB97M-V functional and the def2-TZVPD basis)
N 1.6809 -1.1839 0.4953
C 0.7707 -0.1867 0.2532
C -0.1157 -0.4552 -1.0283
C -0.4379 0.8327 -1.7929
O -1.3030 -1.1420 -0.8000
C -0.2932 0.0286 1.4445
N -0.6276 1.2976 1.6793
O -0.7930 -0.9463 1.9269
H 1.3708 -2.1016 0.7871
H 2.5210 -0.9357 1.0157
H 1.3160 0.7330 0.0819
H 0.4675 -1.0172 -1.6973
H -1.4464 0.6493 -2.1686
H -0.6164 1.6968 -1.1436
H 0.2490 1.0812 -2.5833
H -1.2187 -1.8143 -0.1106
H -0.1417 2.0886 1.2941
H -1.3823 1.3751 2.3465
```

Expectation value of S² ... 0.756
Net charge ... +1
Multiplicity ... 2
HOMO level (alpha / beta) ... -14.9 / -14.9 eV
Kohn-Sham gap (alpha / beta) ... 11.67 / 6.41 eV

Entry 3
Here is an isolated ion of composition C4H10N2O2 and charge +1 from the Open Molecules 2025 dataset. Energies are from the ωB97M-V functional and the def2-TZVPD basis.

```
18
C4H10N2O2 (the ωB97M-V functional and the def2-TZVPD basis)
O 2.0771 0.1475 0.2478
C 0.8929 -0.0230 0.2436
N 0.0959 0.7502 1.0577
C -1.3260 0.8815 1.0091
O -1.7387 2.1491 0.5139
C 0.2323 -1.2610 -0.4704
C 1.2968 -1.9245 -1.3551
N -0.9773 -0.8918 -1.0738
H 0.6535 1.4716 1.4911
H -1.7420 0.1910 0.2618
H -1.7821 0.7609 1.9969
H -1.0426 2.7938 0.7009
H 0.0503 -1.8543 0.4024
H 1.4117 -1.5099 -2.3576
H 2.2552 -1.7806 -0.8541
H 1.0356 -2.9798 -1.4176
H -1.6421 -1.5973 -1.3831
H -0.9176 -0.1521 -1.7681
```

Expectation value of S² ... 0.756
Net charge ... +1
Multiplicity ... 2
HOMO level (alpha / beta) ... -14.9 / -14.8 eV
Kohn-Sham gap (alpha / beta) ... 11.37 / 6.00 eV

Q: Which of them is the most stable? A: entry 2.

Entry 1
Here is C21H33BaBr2NO5PS3 as an isolated structure from the Open Molecules 2025 dataset. Energies are from the ωB97M-V functional and the def2-TZVPD basis.

```
67
C21H33BaBr2NO5PS3 (the ωB97M-V functional and the def2-TZVPD basis)
Ba -0.4781 0.6733 0.9558
C -0.2483 -1.1799 -3.0573
C 0.9545 -1.7034 -2.5359
C 0.6207 -2.9103 -1.7464
C -0.7165 -3.0948 -1.8302
C -1.2801 -2.0191 -2.6649
C -2.7235 -1.8536 -2.9996
C -1.4941 -4.2020 -1.1896
C 1.6000 -3.7562 -1.0018
C 2.3322 -1.2527 -2.8440
C -0.3868 0.0621 -3.8842
H -2.8503 -1.5348 -4.0378
H -3.1940 -1.0909 -2.3715
H -3.2861 -2.7768 -2.8539
H -1.3352 -5.1624 -1.6930
H -2.5676 -4.0073 -1.1943
H -1.1935 -4.3439 -0.1475
H 1.7236 -4.7421 -1.4672
H 1.2745 -3.9167 0.0290
H 2.5716 -3.2709 -0.9313
H 2.9139 -2.0772 -3.2728
H 2.8315 -0.9351 -1.9227
H 2.3411 -0.4140 -3.5388
H -0.3281 -0.1382 -4.9611
H 0.3840 0.7916 -3.6364
H -1.3475 0.5497 -3.6999
C -5.6110 3.8825 1.5977
C -5.1399 2.6690 2.3587
O -4.5507 1.6990 1.4670
P -3.1064 1.6831 0.8557
S -2.8111 -0.1561 0.0704
S -1.7721 2.7730 1.8981
O -3.2339 2.6287 -0.4503
C -4.1522 2.2079 -1.4807
C -4.3745 3.3948 -2.3892
H -6.0853 4.5749 2.2974
H -6.3391 3.6103 0.8314
H -4.7749 4.3894 1.1141
H -5.9485 2.1292 2.8469
H -4.4084 2.9343 3.1221
H -5.0879 1.8646 -1.0350
H -3.7212 1.3716 -2.0314
H -4.8709 4.2080 -1.8573
H -4.9916 3.1048 -3.2429
H -3.4203 3.7696 -2.7597
Br 2.4072 -0.7873 0.7694
C 2.1145 2.9817 0.4411
Br 1.6706 1.9999 -1.3262
H 1.0979 3.1972 0.8007
H 2.4958 2.1759 1.0824
N 0.1500 -0.8641 2.7911
C -1.2574 -0.6329 3.0708
C -2.2463 -1.5689 2.6987
C -3.5266 -1.4841 3.1843
C -3.8631 -0.4141 4.0391
C -2.9262 0.5449 4.3607
C -1.6403 0.4802 3.8255
S -5.5174 -0.3474 4.8285
O -6.4406 -0.2726 3.7059
O -5.4643 0.8601 5.6384
O -5.6080 -1.5797 5.5878
H 0.2597 -1.8452 2.5735
H 0.6764 -0.6308 3.6199
H -1.9344 -2.4248 2.1055
H -4.2814 -2.2081 2.9101
H -3.2103 1.3336 5.0440
H -0.8217 1.1365 4.1656
```

Expectation value of S² ... 0.767
Net charge ... -2
Multiplicity ... 2
HOMO level (alpha / beta) ... -1.1 / -1.1 eV
Kohn-Sham gap (alpha / beta) ... 5.17 / 4.83 eV

Entry 2
Here is C21H33BaBr2NO5PS3 as an isolated structure from the Open Molecules 2025 dataset. Energies are from the ωB97M-V functional and the def2-TZVPD basis.

```
67
C21H33BaBr2NO5PS3 (the ωB97M-V functional and the def2-TZVPD basis)
Ba -1.2684 -0.2168 -0.1125
C -4.0257 1.2574 0.2762
C -3.0977 1.6269 1.2781
C -2.1685 2.5189 0.6894
C -2.5624 2.7356 -0.6529
C -3.7072 1.9547 -0.9015
C -4.5266 1.8918 -2.1558
C -1.9400 3.7167 -1.6046
C -1.0997 3.2619 1.4406
C -3.2672 1.4383 2.7637
C -5.2052 0.3346 0.4153
H -5.5013 2.3787 -2.0164
H -4.7081 0.8614 -2.4648
H -4.0252 2.3747 -2.9929
H -2.1188 4.7506 -1.2834
H -2.3558 3.6077 -2.6066
H -0.8580 3.6187 -1.7017
H -1.4292 4.2626 1.7521
H -0.1921 3.4101 0.8459
H -0.8064 2.7245 2.3462
H -2.4043 0.9995 3.2628
H -4.1246 0.7995 2.9844
H -3.4550 2.4022 3.2535
H -6.1291 0.8152 0.0749
H -5.3588 0.0287 1.4518
H -5.1013 -0.5805 -0.1802
C 1.4438 -5.5387 2.8144
C 1.9670 -4.1550 3.1304
O 0.8531 -3.2713 3.3120
P 0.8306 -1.8841 2.4913
S -0.8117 -0.9523 2.9620
S 1.1159 -2.1475 0.5721
O 2.1430 -1.2139 3.1605
C 2.9239 -0.2086 2.5044
C 2.2919 1.1633 2.6285
H 2.2664 -6.2560 2.7812
H 0.9459 -5.5341 1.8448
H 0.7282 -5.8577 3.5737
H 2.6035 -3.7978 2.3185
H 2.5488 -4.1448 4.0549
H 3.0607 -0.4786 1.4555
H 3.8936 -0.2389 3.0024
H 1.3215 1.1896 2.1305
H 2.9375 1.9114 2.1643
H 2.1365 1.4307 3.6751
Br -1.8950 0.0152 -3.2449
C -1.0989 -3.0345 -4.1861
Br -2.1788 -3.8775 -2.9447
H -0.1253 -2.7426 -3.8347
H -1.6078 -2.5797 -5.0149
N 0.5960 1.5861 -1.3647
C 1.7538 0.8384 -1.7187
C 2.9367 1.0155 -1.0075
C 4.0569 0.2468 -1.2835
C 4.0205 -0.7144 -2.2805
C 2.8389 -0.9021 -2.9834
C 1.7106 -0.1372 -2.7141
S 5.5022 -1.6377 -2.7051
O 6.0679 -0.9008 -3.8310
O 6.3228 -1.5861 -1.5003
O 5.0235 -2.9676 -3.0556
H 0.8284 2.4797 -0.9567
H -0.0776 1.6942 -2.1208
H 2.9750 1.7715 -0.2285
H 4.9771 0.3816 -0.7290
H 2.8124 -1.6619 -3.7550
H 0.7970 -0.2764 -3.2784
```

Expectation value of S² ... 0.755
Net charge ... -2
Multiplicity ... 2
HOMO level (alpha / beta) ... -2.4 / -2.4 eV
Kohn-Sham gap (alpha / beta) ... 6.22 / 6.23 eV

Q: Which of them is the most stable? A: entry 2.

Entry 1
Here is C3H6IN2 as an isolated structure from the Open Molecules 2025 dataset. Energies are from the ωB97M-V functional and the def2-TZVPD basis.

```
12
C3H6IN2 (the ωB97M-V functional and the def2-TZVPD basis)
C 0.5654 -0.1048 0.5467
C -0.7181 1.4658 -0.6196
C 1.5197 -1.0892 -0.0510
N 0.2019 0.9798 -0.0672
N -2.2720 0.3138 -0.3087
I -1.8467 -1.2835 0.7968
H 0.6187 0.0632 1.6149
H -0.9225 2.4689 -1.1479
H 1.2438 -1.5420 -1.0973
H 1.7838 -1.8987 0.5667
H 2.4842 -0.5443 -0.3974
H -2.6583 1.1711 0.1642
```

Net charge ... +1
Multiplicity ... 1
HOMO level ... -14.0 eV
Kohn-Sham gap ... 8.70 eV

Entry 2
Here is a 2-piece molecular cluster, C3H6IN2 overall from the Open Molecules 2025 dataset. Energies are from the ωB97M-V functional and the def2-TZVPD basis.

```
12
C3H6IN2 (the ωB97M-V functional and the def2-TZVPD basis)
C 1.6668 0.1290 -0.0297
C -0.1514 -1.0065 0.4698
C 0.6421 0.8647 -0.8223
N 1.2011 -0.8669 0.5923
N -0.5008 -0.0332 -0.6608
I 0.8667 1.6579 -2.6970
H 2.6556 0.4317 -0.2829
H -0.4740 -2.0734 0.1049
H -0.6728 -0.6397 1.3331
H 0.4957 2.4373 0.3140
H -0.4537 -0.7422 -1.4644
H -1.4724 0.3898 -0.4892
```

Net charge ... +1
Multiplicity ... 1
HOMO level (alpha / beta) ... -13.8 / -13.8 eV
Kohn-Sham gap (alpha / beta) ... 8.25 / 8.26 eV

Q: Which of them is the most stable? A: entry 1.

Entry 1
Here is a 4-piece molecular cluster, CH10N2O3 overall from the Open Molecules 2025 dataset. Energies are from the ωB97M-V functional and the def2-TZVPD basis.

```
16
CH10N2O3 (the ωB97M-V functional and the def2-TZVPD basis)
N 0.2362 0.0777 2.2454
C -0.7396 -0.1671 3.1584
N -1.0336 0.5710 4.1605
H 0.5443 -0.5619 1.5378
H 0.4394 1.0528 2.0805
H -1.1244 -1.1886 3.1156
H -1.2904 -0.0615 4.9083
H 1.2793 0.7090 -2.7767
H 0.7838 -0.4518 -3.6245
O 0.8766 -0.1668 -2.7098
H -0.2025 2.3202 -1.9550
H -0.5763 2.6373 -3.3457
O 0.1427 2.7916 -2.7252
H 0.6020 -1.8040 -1.2549
H -0.0964 -3.1324 -1.7899
O 0.1588 -2.6257 -1.0248
```

Net charge ... 0
Multiplicity ... 1
HOMO level ... -8.9 eV
Kohn-Sham gap ... 9.15 eV

Entry 2
Here is a 4-piece molecular cluster, CH10N2O3 overall from the Open Molecules 2025 dataset. Energies are from the ωB97M-V functional and the def2-TZVPD basis.

```
16
CH10N2O3 (the ωB97M-V functional and the def2-TZVPD basis)
N -0.9807 0.3427 -1.2015
C -0.8119 1.6971 -1.0124
N -0.8513 2.2295 0.1555
H -0.2096 -0.2084 -1.5469
H -1.5851 -0.1061 -0.5349
H -0.7342 2.3181 -1.9113
H -0.9547 3.2336 0.0103
H 0.9847 -0.9726 1.4669
H 1.4029 -2.3788 1.7878
O 1.0965 -1.8493 1.0436
H 0.0360 1.2166 1.4347
H -0.6234 0.6387 2.7252
O 0.1642 0.5809 2.1763
H 1.5892 -2.4278 -2.0370
H 0.6603 -2.3694 -0.8456
O 0.8170 -1.9449 -1.7106
```

Net charge ... 0
Multiplicity ... 1
HOMO level ... -9.6 eV
Kohn-Sham gap ... 10.57 eV

Q: Which of them is the most stable? A: entry 2.